# C6H10N2Si

One molecule with the formula C6H10N2Si in a non-equilibrium geometry (ωB97M-V with the def2-TZVPD basis set, OMol25).

Each atom is followed by the atoms it is bonded to, with distances in Å.
Geometry (Å):
1 N 1.777 -1.404 0.864  C2 1.351, H10 1.035, H11 1.008
2 C 0.505 -0.972 0.713  N1 1.351, C3 1.369, C7 1.411
3 C -0.446 -1.549 1.511  C2 1.369, C4 1.379, H12 1.095
4 C -1.800 -1.319 1.388  C3 1.379, C5 1.336, H13 1.040
5 C -2.226 -0.348 0.575  C4 1.336, C6 1.395, H14 1.046
6 C -1.275 0.493 -0.003  C5 1.395, C7 1.386, H15 1.048
7 C 0.072 0.163 -0.006  C2 1.411, C6 1.386, N8 1.543
8 N 1.064 0.947 -0.890  C7 1.543, Si9 1.710, H16 1.076
9 Si 0.824 2.169 -2.060  N8 1.710, H17 1.457, H18 1.534, H19 1.520
10 H 1.728 -2.264 1.437  N1 1.035
11 H 2.562 -1.117 0.301  N1 1.008
12 H -0.189 -2.354 2.208  C3 1.095
13 H -2.395 -1.911 2.001  C4 1.040
14 H -3.261 -0.255 0.453  C5 1.046
15 H -1.664 1.327 -0.504  C6 1.048
16 H 2.123 0.841 -0.725  N8 1.076
17 H 1.921 3.111 -1.882  Si9 1.457
18 H 1.198 1.568 -3.422  Si9 1.534
19 H -0.519 2.874 -1.958  Si9 1.520

Results
ΔE to the lowest compared entry with this formula, charge and spin	62.28	kJ/mol
structure (SMILES)	Nc1ccccc1N[SiH3]

=====

# C6H10N3

An isolated ion of composition C6H10N3 and charge +1 in a non-equilibrium geometry (ωB97M-V with the def2-TZVPD basis set, OMol25).

Each atom is followed by the atoms it is bonded to, with distances in Å.
Geometry (Å):
1 C -0.582 1.978 -0.356  C2 1.335, H10 1.095, H11 1.076
2 C -1.176 0.843 -0.731  C1 1.335, C3 1.468, H12 1.176
3 C -1.458 -0.210 0.253  C2 1.468, C4 1.521, N5 1.323
4 C -2.800 -0.925 0.278  C3 1.521, H13 1.096, H14 1.124, H15 1.084
5 N -0.662 -0.497 1.269  C3 1.323, C6 1.377
6 C 0.594 0.038 1.448  N5 1.377, N7 1.217, H16 1.172
7 N 1.433 0.106 0.568  C6 1.217, N8 1.170
8 N 2.303 0.260 -0.199  N7 1.170, C9 1.399
9 C 3.046 -0.763 -0.798  N8 1.399, H17 1.105, H18 1.052, H19 1.095
10 H -0.258 2.732 -1.082  C1 1.095
11 H -0.310 2.140 0.672  C1 1.076
12 H -1.466 0.817 -1.871  C2 1.176
13 H -3.180 -1.282 -0.686  C4 1.096
14 H -3.621 -0.304 0.729  C4 1.124
15 H -2.815 -1.826 0.879  C4 1.084
16 H 1.122 0.050 2.494  C6 1.172
17 H 3.247 -1.619 -0.129  C9 1.105
18 H 2.562 -1.175 -1.635  C9 1.052
19 H 4.019 -0.363 -1.102  C9 1.095

Results
charge	+1
ΔE to the lowest compared entry with this formula, charge and spin	479.13	kJ/mol
structure (SMILES)	C=CC(C)=[N+]=C/N=N/C

=====

# C6H10N3

An isolated ion of composition C6H10N3 and charge +1 in a non-equilibrium geometry (ωB97M-V with the def2-TZVPD basis set, OMol25).

Each atom is followed by the atoms it is bonded to, with distances in Å.
Geometry (Å):
1 C -2.676 0.387 0.201  C2 1.483, H10 1.163, H11 1.056, H12 1.078
2 C -1.401 0.122 -0.510  C1 1.483, N3 1.460, C9 1.693, H13 1.147
3 N -0.807 -1.193 -0.287  C2 1.460, C4 1.354, H14 0.992
4 C 0.443 -0.779 0.031  N3 1.354, N5 1.263, C9 1.494
5 N 1.629 -1.206 0.116  C4 1.263, C6 1.523, H15 0.985
6 C 2.672 -0.121 0.353  N5 1.523, C7 1.525, H16 1.050, H17 1.126
7 C 2.218 1.072 -0.481  C6 1.525, N8 1.299, H18 1.115
8 N 0.999 1.492 -0.641  C7 1.299, C9 1.452
9 C 0.075 0.666 0.116  C2 1.693, C4 1.494, N8 1.452, H19 1.130
10 H -3.227 -0.637 0.230  C1 1.163
11 H -3.290 1.015 -0.387  C1 1.056
12 H -2.691 0.759 1.212  C1 1.078
13 H -1.349 0.600 -1.552  C2 1.147
14 H -1.117 -2.077 -0.609  N3 0.992
15 H 1.901 -2.131 -0.084  N5 0.985
16 H 3.505 -0.498 -0.162  C6 1.050
17 H 2.757 0.187 1.433  C6 1.126
18 H 3.096 1.595 -0.926  C7 1.115
19 H -0.014 1.120 1.146  C9 1.130

Results
charge	+1
ΔE to the lowest compared entry with this formula, charge and spin	208.29	kJ/mol
structure (SMILES)	C[C@@H]1NC2=[NH+]CC=N[C@H]21

=====

Question: Look up the ΔE to the lowest compared entry with this formula, charge and spin of the second one.
Answer: 479.13 kJ/mol